Formula: C24H29N3O9
Source: the Open Molecules 2025 dataset
Level of theory: ωB97M-V with the def2-TZVPD basis set

The geometry in XYZ format:
```
65
Properties=species:S:1:pos:R:3:nbo_charge:R:1
O 5.45219 -3.45395 0.85516 -0.584
O 2.04805 0.30986 0.79095 -0.602
O 2.38562 3.03450 -0.91500 -0.665
O 0.88127 3.12292 3.75252 -0.621
O -4.75889 -2.94203 -0.95386 -0.374
O -5.31653 -4.88897 -0.13974 -0.367
O 5.71933 -4.60476 -1.06846 -0.671
O 1.13736 0.67215 -1.25153 -0.704
O 1.12825 -4.19043 -3.08733 -0.499
C 5.03365 -3.78615 -0.24070 0.767
C 1.71469 -0.10526 -0.30847 0.766
C 1.67951 3.74664 -0.21944 0.696
C 0.28551 3.97421 3.11149 0.667
C -1.32134 -6.00694 -0.14347 -0.205
C 2.99229 -3.93448 -1.67631 -0.197
C 1.34488 -2.17463 -1.67309 -0.252
C 3.25970 -2.04051 -0.20512 -0.144
C -2.62074 -5.53630 0.05605 -0.170
C -0.55729 -5.51799 -1.20350 -0.163
C -2.37584 -4.06150 -1.84354 -0.121
C 1.78195 -3.42473 -2.14999 0.288
C 3.74305 -3.25901 -0.70105 -0.160
C 2.08321 -1.46914 -0.70756 -0.075
C -3.17133 -4.55706 -0.79286 0.010
C -1.07613 -4.53667 -2.06343 -0.079
N -0.10208 5.08826 3.74417 -0.611
N 1.14532 3.25971 0.89694 -0.616
N -4.49173 -4.09964 -0.61168 0.504
C 1.36146 5.15717 -0.67153 -0.716
C -0.29086 -4.03065 -3.25386 -0.081
C -0.80649 6.24897 3.19813 -0.418
C -2.63286 1.76796 -0.55197 -0.602
C -2.40923 3.04718 2.31380 -0.618
C -1.68654 2.88910 -0.10494 -0.393
C -1.21843 2.79092 1.37068 -0.211
C -0.03584 3.76607 1.61575 -0.122
H 6.53817 -4.80465 -0.59040 0.502
H 1.42313 1.58553 -1.03133 0.520
H -0.90993 -6.76234 0.51979 0.228
H 3.35041 -4.87709 -2.08082 0.236
H 0.44410 -1.71201 -2.05981 0.230
H 3.84042 -1.49699 0.53984 0.257
H -3.20612 -5.93515 0.88095 0.243
H 0.44195 -5.91414 -1.35958 0.231
H -2.78816 -3.31585 -2.51850 0.228
H 0.14953 5.11076 4.72159 0.411
H 1.50942 2.36228 1.20598 0.454
H 2.01325 5.41101 -1.50634 0.249
H 1.54494 5.84950 0.14742 0.222
H 0.32415 5.21419 -0.99274 0.231
H -0.59428 -4.60987 -4.13158 0.216
H -0.54392 -2.98853 -3.46792 0.189
H -0.96203 6.98559 3.98849 0.221
H -0.21659 6.71095 2.40440 0.195
H -1.78047 5.95418 2.80579 0.198
H -3.58675 1.83583 -0.02974 0.203
H -2.81738 1.85881 -1.62326 0.214
H -2.17472 0.79731 -0.35614 0.209
H -3.18578 2.30276 2.14177 0.223
H -2.82619 4.03941 2.14314 0.193
H -2.10295 2.94991 3.35605 0.222
H -0.82453 2.83951 -0.76755 0.202
H -2.17467 3.85090 -0.26860 0.190
H -0.86300 1.77438 1.55583 0.219
H -0.32710 4.72897 1.20604 0.208
```

## Properties
**Electronic energy**: -1773.3552 a.u.
**HOMO energy**: -9.13 eV
**Net charge**: 0
**SMILES**: O=C(O)c1cc(OCc2cccc([N+](=O)[O-])c2)cc(C(=O)O)c1.CC[C@H](C)[C@H](NC(C)=O)C(=O)NC
**Energy relative to the best compared isomer or geometry (same formula, charge and spin)**: 2.114 eV
**LUMO energy**: -0.759 eV

=====

Formula: C24H29N5O2S
Source: the Open Molecules 2025 dataset
Level of theory: ωB97M-V with the def2-TZVPD basis set

The geometry in XYZ format:
```
61
Properties=species:S:1:pos:R:3:nbo_charge:R:1
C -3.10601 -3.47599 -0.55391 -0.639
C -2.13945 -4.61846 -0.85636 -0.061
O -1.12355 -4.75120 0.11576 -0.496
C -0.10352 -3.84706 0.15969 0.300
C 0.13811 -2.86831 -0.79568 -0.355
C 1.21579 -2.02406 -0.59992 -0.124
C 2.07012 -2.12400 0.51519 0.077
C 1.82294 -3.12548 1.44799 -0.181
C 0.74898 -3.96611 1.26635 -0.257
H 0.53198 -4.74416 1.98076 0.224
H 2.46874 -3.21805 2.30554 0.226
N 3.06587 -1.19376 0.56973 -0.498
C 3.02186 -0.36636 -0.40197 0.339
N 3.86830 0.66106 -0.59373 -0.444
C 3.63299 1.60560 -1.65513 -0.220
H 4.57036 2.14214 -1.82214 0.207
H 3.37608 1.07299 -2.57363 0.218
C 2.50620 2.57538 -1.26553 -0.417
H 1.55846 2.12419 -1.55136 0.213
H 2.62264 3.50544 -1.82490 0.214
C 2.53395 2.85834 0.25226 -0.313
C 1.60048 1.95851 1.07358 0.698
O 2.02297 1.27259 1.98383 -0.630
N 0.27638 1.97330 0.77751 -0.458
C -0.45207 2.87374 -0.08361 -0.227
H -1.15395 3.45339 0.53347 0.197
C -1.26728 2.05318 -1.10079 -0.209
N -2.16176 1.16016 -0.40965 -0.422
C -3.47867 1.42943 -0.15778 0.394
N -4.07138 0.63024 0.73566 -0.499
C -5.35834 0.77968 0.98496 0.073
C -6.15506 1.73232 0.37855 -0.323
C -5.54931 2.57045 -0.55017 -0.142
C -4.20768 2.42831 -0.82843 -0.318
H -3.74477 3.07882 -1.55272 0.209
H -6.12449 3.33413 -1.05463 0.214
H -7.20213 1.82096 0.61778 0.218
H -5.76139 0.09308 1.71896 0.190
C -1.43689 0.26307 0.46662 -0.239
H -0.77363 -0.35445 -0.14472 0.202
C -0.60789 1.05724 1.47852 -0.233
H -1.27730 1.62485 2.13567 0.190
H 0.00831 0.38997 2.08190 0.256
H -2.15703 -0.36722 0.98547 0.258
H -0.58522 1.43949 -1.70163 0.206
H -1.80871 2.71834 -1.76992 0.209
H 0.21306 3.56812 -0.59151 0.214
H 2.21508 3.89120 0.43441 0.233
C 3.96809 2.69998 0.77944 -0.415
H 3.98798 2.92462 1.84504 0.239
C 4.49410 1.26828 0.56766 -0.221
H 5.57890 1.28358 0.41676 0.191
H 4.25871 0.64259 1.42739 0.265
H 4.60510 3.42205 0.26471 0.200
S 1.71121 -0.68578 -1.60113 0.244
H -0.48155 -2.74493 -1.66916 0.221
H -1.70723 -4.50924 -1.85928 0.166
H -2.67194 -5.57314 -0.81734 0.192
H -3.91329 -3.47786 -1.28118 0.214
H -2.60352 -2.51287 -0.58981 0.213
H -3.52637 -3.60368 0.44021 0.217
```

## Properties
**Electronic energy**: -1754.4282 a.u.
**HOMO energy**: -7.29 eV
**Net charge**: 0
**SMILES**: CCOc1ccc2nc(N3CCC(C(=O)N4CCN(c5ccccn5)CC4)CC3)sc2c1
**Energy relative to the best compared isomer or geometry (same formula, charge and spin)**: 0.167 eV
**LUMO energy**: 0.504 eV

=====

Formula: C24H29N7O2PbS2
Source: the Open Molecules 2025 dataset
Level of theory: ωB97M-V with the def2-TZVPD basis set

The geometry in XYZ format:
```
65
Properties=species:S:1:pos:R:3:nbo_charge:R:1
Pb 0.15584 0.29235 1.05196 1.414
O 0.95324 -1.67285 2.25834 -0.661
N 2.14778 -1.73935 2.73469 0.148
N 2.87015 -0.72960 2.50437 0.157
O 2.52690 0.32816 1.81809 -0.644
C 4.20935 -0.75760 3.04062 0.187
C 4.41560 -1.03118 4.37923 -0.232
C 5.71073 -1.01268 4.87683 -0.205
C 6.77643 -0.72088 4.03757 -0.205
C 6.54921 -0.44961 2.69277 -0.203
C 5.25967 -0.46137 2.18889 -0.224
H 3.57063 -1.25831 5.01656 0.232
H 5.88700 -1.22105 5.92463 0.218
H 7.78480 -0.69730 4.43095 0.216
H 7.37971 -0.22936 2.03466 0.219
H 5.05480 -0.23485 1.15063 0.237
N -1.03758 -3.22966 0.98107 -0.806
C -2.11299 -2.41793 1.11094 0.282
N -2.05362 -1.12175 1.31295 -0.586
C -3.33685 -0.58094 1.43943 0.203
C -4.34255 -1.47103 1.30738 -0.462
S -3.72823 -3.05155 1.02435 0.385
C -3.55432 0.85328 1.67309 0.101
C -4.76176 1.46706 1.68788 -0.455
S -4.57372 3.15058 2.00341 0.376
C -2.84969 2.90713 2.08653 0.272
N -2.47506 1.67990 1.90384 -0.534
N -1.99426 3.93822 2.30299 -0.804
H -0.19058 -2.92495 1.45891 0.444
H -1.19550 -4.21976 0.94169 0.396
H -5.40725 -1.30664 1.34864 0.243
H -5.73935 1.04347 1.52166 0.246
H -2.33019 4.85424 2.52479 0.405
H -1.01132 3.74687 2.37138 0.413
C -2.09323 0.96243 -5.52587 -0.628
C -1.96313 1.10473 -4.02822 0.033
C -2.84117 1.91522 -3.32194 -0.297
C -2.69473 2.02809 -1.94173 0.025
C -3.63948 2.87361 -1.12273 -0.635
C -1.67326 1.34813 -1.30725 -0.343
C -0.74053 0.50969 -1.97550 0.307
C -0.94967 0.41468 -3.37199 -0.348
N 0.22544 -0.14707 -1.23983 -0.860
C 1.20541 -1.04282 -1.87317 0.112
C 2.13963 -0.30183 -2.85189 -0.621
C 2.12487 -1.58347 -0.77737 -0.622
C 0.54303 -2.27357 -2.51964 -0.624
H -2.96202 1.50587 -5.89767 0.209
H -2.19773 -0.08627 -5.81319 0.213
H -1.20719 1.35467 -6.03053 0.214
H -3.63306 2.45060 -3.83463 0.196
H -4.33903 3.41319 -1.76078 0.212
H -3.08992 3.60324 -0.52272 0.206
H -4.21811 2.25159 -0.43419 0.217
H -1.61476 1.48132 -0.23114 0.176
H -0.32441 -0.21222 -3.98545 0.198
H 2.72436 0.43433 -2.29377 0.207
H 1.61480 0.22817 -3.63988 0.214
H 2.83272 -1.00887 -3.31707 0.200
H 2.63002 -0.76359 -0.25802 0.219
H 2.88580 -2.23325 -1.21407 0.212
H 1.56086 -2.17086 -0.04987 0.209
H -0.11773 -2.02361 -3.34636 0.211
H -0.05261 -2.79186 -1.76333 0.213
H 1.30781 -2.96131 -2.89192 0.200
```

## Properties
**Electronic energy**: -2454.8882 a.u.
**HOMO energy**: -6.50 eV
**Net charge**: 0
**LUMO energy**: 0.327 eV

=====

Formula: C24H29N8O2STa
Source: the Open Molecules 2025 dataset
Level of theory: ωB97M-V with the def2-TZVPD basis set

The geometry in XYZ format:
```
65
Properties=species:S:1:pos:R:3:nbo_charge:R:1
Ta -0.77797 0.22907 -0.00074 2.200
C 3.90214 2.88646 0.90872 -0.133
C 3.40100 2.50701 -0.33504 -0.214
C 2.45209 1.48580 -0.42592 -0.171
C 1.92194 0.90419 0.73908 0.083
C 2.46978 1.26415 1.99316 -0.244
C 3.46262 2.25400 2.06238 -0.165
N 0.97592 -0.22501 0.63942 -0.698
C 1.38939 -1.40825 1.27960 0.104
C 2.68757 -1.72779 1.71459 -0.210
C 2.90874 -2.95098 2.36364 -0.089
C 1.84692 -3.83655 2.60105 -0.156
C 0.54590 -3.51804 2.22428 -0.151
C 0.32949 -2.29388 1.53938 0.114
N -0.84070 -1.75476 1.11806 -0.266
N -1.89882 -2.33272 1.40971 -0.058
C -3.04351 -1.72658 1.04186 0.250
C -4.26475 -2.26034 1.45012 -0.125
C -5.45728 -1.61272 1.09922 -0.066
C -5.33176 -0.45988 0.34353 -0.185
C -4.07452 0.02817 -0.00476 0.095
N -2.93004 -0.56151 0.34401 -0.572
H 4.65373 3.66406 0.96903 0.271
H 3.76879 3.00563 -1.22107 0.261
H 2.07802 1.16781 -1.40346 0.203
H 2.13930 0.78439 2.90679 0.248
H 3.90118 2.50877 3.02409 0.270
H 3.50523 -1.05642 1.52253 0.258
H 3.89841 -3.21533 2.67906 0.272
H 2.04649 -4.78344 3.11957 0.281
H -0.27415 -4.18803 2.46066 0.271
H -4.25474 -3.20222 1.99742 0.291
H -6.41565 -2.00265 1.42102 0.293
H -6.19815 0.11310 0.02934 0.287
H -3.99966 0.92984 -0.57851 0.227
C 2.53603 -2.55419 -4.69166 -0.695
C 1.29416 -1.77397 -4.56495 0.403
N 0.57128 -1.24152 -5.50275 -0.151
N -0.44238 -0.60750 -4.88873 -0.283
C -0.40219 -0.69583 -3.56300 0.271
S -1.51330 -0.05920 -2.34107 -0.033
N 0.68949 -1.45587 -3.33519 -0.189
N 1.05850 -1.84753 -2.05777 -0.625
H 2.76156 -2.67026 -5.75319 0.310
H 2.44990 -3.54665 -4.23389 0.268
H 3.37111 -2.03261 -4.24278 0.263
H -1.10897 -0.11059 -5.47003 0.474
H 1.05640 -2.86275 -2.00181 0.409
H 2.00458 -1.52731 -1.87617 0.394
C -2.13516 1.29852 2.98797 -0.246
O -1.30644 1.61293 1.76084 -0.631
C -1.42639 3.09956 1.60244 -0.082
C -0.37100 3.47542 0.61500 -0.091
O -0.56537 2.48865 -0.49621 -0.638
C -0.62584 3.34950 -1.75395 -0.229
H -1.73151 1.90807 3.79398 0.244
H -2.03674 0.23556 3.21426 0.215
H -3.18248 1.56319 2.79434 0.223
H -1.26647 3.55105 2.57611 0.256
H -2.42255 3.31964 1.23978 0.221
H 0.63295 3.36221 1.01555 0.239
H -0.51562 4.46961 0.21665 0.257
H 0.23410 3.99345 -1.71669 0.229
H -1.54388 3.92949 -1.73681 0.231
H -0.58673 2.71355 -2.62212 0.215
```

## Properties
**Electronic energy**: -1974.1722 a.u.
**HOMO energy (spin up / spin down)**: -19.89 / -19.89 eV
**Net charge**: +4
**Energy relative to the best compared isomer or geometry (same formula, charge and spin)**: 0.000 eV
**LUMO energy (spin up / spin down)**: -14.422 / -14.423 eV